Record 1
DFT (ωB97M-V/def2-TZVPD) results for 2 unconnected molecules or ions with the total composition C2H10N2.

XYZ file:
```
14
Properties=species:S:1:pos:R:3
N 1.449 -0.879 -3.388
H 0.844 -0.514 -2.668
H 1.125 -0.994 -4.342
H 1.959 -1.704 -3.125
C -0.172 0.018 2.496
N -0.001 0.802 1.251
C -1.132 0.763 0.369
H -0.490 0.705 3.276
H -0.763 -0.886 2.329
H 0.827 -0.321 2.786
H 0.798 0.421 0.781
H -1.706 -0.143 0.187
H -0.870 1.195 -0.605
H -1.869 1.538 0.653
```

## Properties
ΔE to the lowest compared entry with this formula, charge and spin (kcal/mol): 17.7
HOMO energy (eV): -9.00
Maximum force (eV/Å): 2.507
Structure (SMILES): CNC.N
LUMO level (eV): 0.9

Atomic partial charges in e from the Mulliken method, atoms 1 to 5:
1 N -0.602
2 H 0.196
3 H 0.204
4 H 0.204
5 C -0.804

Record 2
DFT (ωB97M-V/def2-TZVPD) results for 2 unconnected molecules or ions with the total composition C2H10N2.

XYZ file:
```
14
Properties=species:S:1:pos:R:3
N -1.604 4.575 -4.951
H -1.354 5.361 -4.412
H -1.820 3.712 -4.488
H -0.804 4.425 -5.557
C 1.078 -1.080 2.530
C 0.837 -2.157 1.458
N -0.521 -2.693 1.429
H 0.483 -1.272 3.413
H 2.133 -1.050 2.788
H 0.849 -0.091 2.123
H 1.051 -1.818 0.441
H 1.590 -2.937 1.596
H -1.151 -1.906 1.298
H -0.768 -3.069 2.333
```

## Properties
ΔE to the lowest compared entry with this formula, charge and spin (kcal/mol): 5.9
HOMO energy (eV): -9.39
Maximum force (eV/Å): 1.960
Structure (SMILES): CCN.N
LUMO level (eV): 1.2

Atomic partial charges in e from the Mulliken method, atoms 1 to 5:
1 N -0.631
2 H 0.208
3 H 0.212
4 H 0.212
5 C -0.988

Record 3
DFT (ωB97M-V/def2-TZVPD) results for 2 unconnected molecules or ions with the total composition C2H10N2.

XYZ file:
```
14
Properties=species:S:1:pos:R:3
C 1.283 0.726 0.065
C -1.482 -0.781 0.121
H 1.743 -0.989 -1.028
H 2.596 -1.120 0.412
H 1.218 1.142 1.093
H 1.789 1.581 -0.389
H 0.301 0.741 -0.232
H -1.661 0.745 -1.056
H -1.871 1.296 0.574
H -1.497 -0.959 1.207
H -2.354 -1.192 -0.442
H -0.583 -1.233 -0.254
N 1.759 -0.632 0.004
N -1.240 0.675 -0.074
```

## Properties
ΔE to the lowest compared entry with this formula, charge and spin (kcal/mol): 59.2
HOMO energy (eV): -7.82
Maximum force (eV/Å): 6.052
Structure (SMILES): CN.CN
LUMO level (eV): 1.1

Atomic partial charges in e from the Mulliken method, atoms 1 to 5:
1 C -0.682
2 C -0.708
3 H 0.189
4 H 0.184
5 H 0.260

Record 4
DFT (ωB97M-V/def2-TZVPD) results for 2 unconnected molecules or ions with the total composition C2H10N2O.

XYZ file:
```
15
Properties=species:S:1:pos:R:3
N 2.863 -0.926 -0.466
H 3.068 -0.540 0.434
H 0.879 0.080 1.279
H 3.578 -0.688 -1.110
H 2.617 -1.881 -0.307
C -0.715 -0.485 0.410
O 0.162 -0.506 1.534
C -1.281 0.918 0.197
N -2.457 0.886 -0.668
H -0.252 -0.847 -0.511
H -1.536 -1.149 0.692
H -1.519 1.344 1.163
H -0.451 1.520 -0.215
H -2.764 1.825 -0.890
H -2.194 0.447 -1.544
```

## Properties
ΔE to the lowest compared entry with this formula, charge and spin (kcal/mol): 11.4
HOMO energy (eV): -9.37
Maximum force (eV/Å): 1.633
Structure (SMILES): NCCO.N
LUMO level (eV): 0.9

Atomic partial charges in e from the Mulliken method, atoms 1 to 5:
1 N -0.606
2 H 0.208
3 H 0.274
4 H 0.195
5 H 0.211

Record 5
DFT (ωB97M-V/def2-TZVPD) results for 2 unconnected molecules or ions with the total composition C2H10N2O.

XYZ file:
```
15
Properties=species:S:1:pos:R:3
C -0.628 0.487 -0.635
C -0.735 -0.222 0.706
N -2.129 -0.225 1.116
N 0.703 0.377 -1.200
H -0.843 1.531 -0.431
H -1.395 0.087 -1.296
H -0.151 0.343 1.429
H -0.254 -1.211 0.688
H -2.687 -0.787 0.478
H -2.279 -0.689 2.003
H 0.851 1.181 -1.802
H 0.798 -0.437 -1.793
H 2.129 -0.034 0.161
H 3.655 -0.149 -0.047
O 2.965 -0.251 0.621
```

## Properties
ΔE to the lowest compared entry with this formula, charge and spin (kcal/mol): 2.7
HOMO energy (eV): -9.52
Maximum force (eV/Å): 0.746
Structure (SMILES): NCCN.O
LUMO level (eV): 0.9

Atomic partial charges in e from the Mulliken method, atoms 1 to 5:
1 C -0.341
2 C -0.552
3 N -0.629
4 N -0.560
5 H 0.261

Record 6
DFT (ωB97M-V/def2-TZVPD) results for 2 unconnected molecules or ions with the total composition C2H10N2O.

XYZ file:
```
15
Properties=species:S:1:pos:R:3
C -1.642 -2.643 2.474
O -1.355 -3.888 3.118
H -0.682 -2.182 2.219
H -2.157 -2.978 1.572
H -2.243 -1.885 2.968
H -1.381 -3.829 4.052
N 2.001 1.519 -1.133
C 0.673 2.135 -1.347
N 0.261 2.349 -2.713
H 2.670 2.025 -1.688
H 2.003 0.579 -1.528
H -0.086 1.506 -0.879
H 0.707 3.014 -0.707
H 1.021 2.817 -3.198
H 0.209 1.461 -3.211
```

## Properties
ΔE to the lowest compared entry with this formula, charge and spin (kcal/mol): 22.9
HOMO energy (eV): -9.23
Maximum force (eV/Å): 1.380
Structure (SMILES): NCN.CO
LUMO level (eV): 0.9

Atomic partial charges in e from the Mulliken method, atoms 1 to 5:
1 C -0.455
2 O -0.504
3 H 0.214
4 H 0.196
5 H 0.263

Number 1: orbital gap 9.89 eV. Number 2: orbital gap 10.58 eV. Number 3: orbital gap 8.92 eV. Number 4: orbital gap 10.27 eV. Number 5: orbital gap 10.42 eV. Number 6: orbital gap 10.09 eV.